1.
48
Properties=species:S:1:pos:R:3 method="wB97M-V/def2-TZVPD" max_force_ha_per_bohr=0.0161 s_squared=0.754 homo_lumo_gap_ev="8.16 / 8.46" e_lumo_ev="2.9 / 2.9" charge=-1 multiplicity=2 relative_energy_ev=0.000
C -0.35 -4.04 1.67
C -0.39 -2.87 0.67
C -0.26 -3.45 -0.74
C 0.77 -1.92 1.00
C 0.66 -0.46 0.57
C 1.63 0.41 1.41
C 3.06 0.42 0.89
O 3.63 -0.89 0.86
C 1.08 -0.20 -0.92
O 0.72 0.91 -1.38
O 1.80 -1.07 -1.48
C -0.75 0.06 0.87
C -1.93 -0.81 0.43
C -2.13 -0.74 -1.08
C -3.20 -0.30 1.13
N -1.71 -2.21 0.86
O -2.72 -2.98 0.71
H -0.67 -3.71 2.65
H -1.01 -4.84 1.34
H 0.67 -4.42 1.72
H 0.07 -2.71 -1.47
H 0.52 -4.22 -0.72
H -1.20 -3.92 -1.04
H 0.96 -1.96 2.08
H 1.65 -2.35 0.52
H 1.59 0.10 2.46
H 1.28 1.45 1.36
H 3.07 0.85 -0.11
H 3.70 1.04 1.53
H 3.50 -1.21 -0.04
H -0.87 1.04 0.40
H -0.82 0.21 1.96
H -3.02 -1.31 -1.37
H -1.27 -1.09 -1.65
H -2.28 0.31 -1.35
H -3.50 -0.98 1.93
H -3.03 0.68 1.56
H -4.04 -0.22 0.43
C 0.44 3.75 -1.84
C 1.11 4.96 -2.45
O 0.36 6.04 -1.93
C -0.22 5.63 -0.76
O -0.74 6.36 0.02
O -0.09 4.30 -0.62
F 1.04 4.99 -3.81
H -0.38 3.40 -2.47
H 1.09 2.90 -1.63
H 2.16 5.09 -2.16



2.
25
Properties=species:S:1:pos:R:3 method="wB97M-V/def2-TZVPD" max_force_ha_per_bohr=0.0074 homo_lumo_gap_ev=11.34 e_lumo_ev=-3.4 charge=+1 relative_energy_ev=0.052
C 1.52 0.38 -1.55
C 2.06 0.27 -0.13
C 1.58 -0.94 0.66
C 2.45 -1.24 1.88
H 1.90 -0.42 -2.18
H 1.81 1.31 -2.02
H 0.43 0.28 -1.58
H 1.85 1.18 0.44
H 3.15 0.25 -0.17
H 1.55 -1.82 0.00
H 0.56 -0.79 1.04
H 3.48 -1.42 1.59
H 2.09 -2.11 2.42
H 2.44 -0.40 2.58
C -2.32 2.18 0.15
N -1.68 0.85 0.08
C -2.26 -0.18 -0.46
N -1.69 -1.36 -0.62
H -2.26 2.69 -0.81
H -1.81 2.75 0.90
H -3.37 2.06 0.41
H -0.69 0.80 0.30
H -3.28 -0.08 -0.79
H -0.72 -1.52 -0.37
H -2.21 -2.12 -1.02



3.
46
Properties=species:S:1:pos:R:3 method="wB97M-V/def2-TZVPD" max_force_ha_per_bohr=0.0852 homo_lumo_gap_ev=9.20 e_lumo_ev=-3.2 charge=+1
C -4.69 0.41 1.70
C -3.29 1.12 1.85
O -3.37 2.39 2.54
C -2.18 0.20 2.54
C -0.88 0.30 1.69
C 0.08 -0.77 1.37
C 0.07 -2.27 1.79
C 0.84 -3.23 0.76
C 0.36 -4.70 0.82
F 0.90 -5.65 1.66
C -0.62 -5.10 -0.04
F -1.29 -6.27 0.03
F -0.95 -4.27 -1.09
N 1.06 -0.13 0.55
O 2.18 -0.61 -0.05
C 0.75 1.19 0.36
C 1.44 2.33 -0.46
C 0.52 2.64 -1.73
C 1.23 2.43 -3.13
C 2.19 1.18 -3.21
O 3.54 1.72 -3.40
C 4.50 0.76 -3.09
O 5.33 1.05 -2.27
N -0.40 1.48 1.06
F -0.87 2.73 1.04
H -4.63 -0.60 1.21
H -5.23 0.39 2.68
H -5.32 1.04 1.00
H -2.95 1.38 0.80
H -3.49 3.08 1.86
H -1.93 0.63 3.56
H -2.59 -0.84 2.63
H -0.99 -2.62 2.00
H 0.61 -2.34 2.78
H 0.73 -2.75 -0.26
H 1.93 -3.17 1.03
H 2.89 -0.56 0.63
H 1.45 3.24 0.20
H 2.51 2.07 -0.70
H 0.16 3.71 -1.70
H -0.42 2.02 -1.70
H 0.41 2.25 -3.89
H 1.76 3.37 -3.43
H 1.93 0.51 -4.08
H 2.20 0.53 -2.29
H 4.51 -0.24 -3.62



4.
47
Properties=species:S:1:pos:R:3 method="wB97M-V/def2-TZVPD" max_force_ha_per_bohr=0.0836 homo_lumo_gap_ev=8.08 e_lumo_ev=-2.7 charge=+1 relative_energy_ev=4.162
C -0.52 -3.02 -2.51
C 0.13 -1.83 -3.30
C -0.20 -0.49 -2.85
C 0.68 0.54 -2.71
N 0.17 1.80 -2.47
N -0.49 -2.61 -1.06
H 0.10 -3.91 -2.58
H -1.56 -2.97 -2.88
H 1.20 -2.20 -3.43
H -0.13 -1.95 -4.38
H -1.20 -0.43 -2.43
H 1.76 0.38 -2.72
H -0.80 1.92 -2.22
H 0.75 2.52 -2.06
H 0.34 -2.97 -0.52
H -0.56 -1.57 -1.07
H -1.29 -3.04 -0.62
H 0.96 -1.58 3.22
H 0.00 -1.92 4.37
O 0.49 -1.20 3.96
H 1.61 1.68 1.58
H 2.57 2.64 2.21
O 2.30 2.30 1.35
H -3.94 -1.15 0.33
H -2.98 -0.13 -0.29
O -3.03 -1.04 0.04
H 1.04 2.48 3.70
H 0.63 1.05 4.02
O 1.31 1.56 3.55
H 0.99 4.26 -0.33
H 1.88 3.13 0.22
O 1.36 3.40 -0.55
H 1.97 -1.30 0.59
H 2.70 -2.09 -0.42
O 1.97 -2.21 0.19
H 2.23 0.93 -0.94
H 3.11 0.53 0.18
O 2.55 0.12 -0.51
H -1.52 1.18 2.33
H -2.01 2.23 1.51
O -2.11 1.94 2.43
H -1.69 -1.62 1.43
H -0.24 -1.46 2.06
O -0.74 -1.85 1.34
H -4.53 1.98 -0.24
H -3.02 1.94 -0.78
O -3.68 1.53 -0.20



5.
66
Properties=species:S:1:pos:R:3 method="wB97M-V/def2-TZVPD" max_force_ha_per_bohr=0.0131 homo_lumo_gap_ev=6.93 e_lumo_ev=2.4 charge=-1
In 0.14 1.21 0.08
C -1.08 3.69 -1.82
N -1.50 2.28 -1.90
C -1.25 1.78 -3.26
C -1.16 0.26 -3.47
C 0.11 -0.42 -2.96
N 0.10 -0.74 -1.54
C 0.33 -1.96 -1.23
C 0.45 -2.56 0.06
C 0.70 -3.95 0.11
C 0.89 -4.62 1.29
C 0.86 -3.89 2.49
C 0.62 -2.54 2.49
C 0.38 -1.82 1.28
O 0.13 -0.57 1.35
C -2.92 2.27 -1.54
C -3.63 0.92 -1.44
C -2.92 -0.08 -0.53
N -2.21 0.63 0.51
C -2.50 0.43 1.73
C -1.90 1.11 2.84
C -2.18 0.67 4.14
C -1.59 1.26 5.24
C -0.70 2.32 5.04
C -0.41 2.78 3.78
C -1.00 2.20 2.63
O -0.75 2.69 1.45
H -1.70 4.32 -2.49
H -0.04 3.80 -2.11
H -1.19 4.05 -0.80
H -0.31 2.21 -3.60
H -2.04 2.17 -3.92
H -1.17 0.12 -4.56
H -2.04 -0.25 -3.09
H 0.95 0.24 -3.15
H 0.26 -1.34 -3.54
H 0.47 -2.67 -2.06
H 0.74 -4.49 -0.83
H 1.07 -5.69 1.30
H 1.05 -4.40 3.43
H 0.61 -1.97 3.41
H -3.47 2.89 -2.26
H -2.99 2.75 -0.56
H -3.79 0.48 -2.43
H -4.62 1.14 -1.04
H -2.18 -0.64 -1.09
H -3.65 -0.79 -0.12
H -3.28 -0.31 1.99
H -2.86 -0.16 4.27
H -1.81 0.89 6.24
H -0.21 2.77 5.90
H 0.28 3.59 3.62
S 2.33 1.46 1.49
C 3.09 0.40 0.34
C 3.81 -0.71 0.78
C 4.41 -1.59 -0.11
C 5.13 -2.73 0.38
N 5.71 -3.64 0.77
C 4.30 -1.36 -1.49
C 3.58 -0.26 -1.94
C 2.96 0.62 -1.05
S 2.01 1.94 -1.66
C 4.88 -2.24 -2.45
N 5.33 -2.94 -3.25
H 3.89 -0.89 1.85
H 3.49 -0.08 -3.00